Record 1
Density functional theory data (wB97M-V/def2-TZVPD) for an isolated ion of composition C3H4N and charge +1 at a distorted geometry.

Values from the calculation:
HOMO   -15.29 eV
Orbital gap   8.679 eV
E_LUMO   -6.6 eV
Relative energy (zero: lowest compared OMol25 entry of this formula, charge and spin)   5.267 eV

Geometry as ORCA input:
```
! RIJCOSX wB97M-V def2-TZVPD def2/J DEFGRID3
* xyz 1 1
C 0.44177 1.17342 0.09498
C -1.47994 0.41262 0.05659
C -0.67259 -0.71152 0.18436
N 0.66068 -0.07824 0.11558
H 1.07725 2.04806 -0.12970
H -0.62410 -1.66851 0.67112
H -1.03440 -0.75874 -0.93325
H 1.63133 -0.41709 -0.05967
*
```

Record 2
Density functional theory data (wB97M-V/def2-TZVPD) for C33H34N11O4Tc as an isolated structure at a distorted geometry.

Values from the calculation:
HOMO (spin up / spin down)   -10.33 / -10.06 eV
Orbital gap (spin up / spin down)   7.916 / 7.505 eV
⟨S²⟩   3.7602
E_LUMO (spin up / spin down)   -2.4 / -2.6 eV
Relative energy (zero: lowest compared OMol25 entry of this formula, charge and spin)   0.485 eV

Geometry as ORCA input:
```
! RIJCOSX wB97M-V def2-TZVPD def2/J DEFGRID3
* xyz 1 4
Tc 1.62346 0.02808 -0.96390
N 2.80426 -1.79122 -1.30190
C 2.70676 -2.01512 -2.75630
C 2.96746 -0.68022 -3.46440
O 3.69306 -0.59402 -4.44020
N 2.31486 0.33248 -2.86310
C 2.60156 1.63938 -3.40150
C 3.30726 2.58478 -2.44970
O 3.47816 3.74408 -2.67060
O 3.61836 2.08738 -1.19740
H 3.79286 -1.66632 -1.07530
H 2.50796 -2.64272 -0.82590
H 1.69156 -2.34272 -2.99340
H 3.41796 -2.76302 -3.11860
H 1.67526 2.14798 -3.69660
H 3.22086 1.52068 -4.30420
C 1.26966 0.87248 2.13780
N 2.25706 0.17638 1.30860
C 2.48186 -1.14622 1.89490
C 3.53266 0.93478 1.33810
C 4.52336 0.48318 0.29480
C 5.50116 -0.46082 0.58520
C 6.42136 -0.85252 -0.37410
C 6.38376 -0.29132 -1.63830
C 5.43986 0.67268 -1.94680
C 4.51386 1.05998 -0.98660
H 1.62646 0.97778 3.16990
H 0.33866 0.30428 2.15160
H 1.06886 1.86548 1.73900
H 2.77756 -1.05682 2.94940
H 3.27336 -1.66762 1.35950
H 1.56046 -1.72432 1.84190
H 3.98146 0.83668 2.33610
H 3.30726 1.98848 1.16270
H 5.56206 -0.87392 1.58370
H 7.18726 -1.57192 -0.12910
H 7.10746 -0.57632 -2.38700
H 5.43706 1.13318 -2.92360
C -2.44344 3.84588 -1.24920
N -1.15554 3.21448 -1.09160
C -0.78834 1.93828 -1.26360
N 0.48356 1.78078 -0.89400
C 0.84266 3.04048 -0.50580
N -0.12764 3.90368 -0.61440
C -3.21544 3.79088 0.05110
C -3.50244 4.94668 0.76620
C -4.17764 4.87148 1.97640
C -4.56074 3.64698 2.49020
C -4.27484 2.48378 1.77650
C -3.61024 2.56438 0.55560
C -4.64114 1.18878 2.29700
N -5.23874 0.89688 3.41500
N -5.34604 -0.43452 3.47620
C -4.81224 -0.92102 2.39490
O -4.33604 0.06868 1.59650
C -4.64664 -2.29802 1.99410
C -5.00744 -3.35472 2.82920
C -4.77484 -4.65372 2.41740
C -4.18034 -4.91122 1.19110
C -3.82824 -3.86372 0.35360
C -3.07564 -4.09072 -0.93840
N -1.76574 -3.50332 -0.78130
C -1.33064 -2.27132 -1.07340
N -0.11884 -2.08852 -0.57350
C 0.14016 -3.27412 0.02910
N -0.83254 -4.13722 -0.07780
C -4.06814 -2.56172 0.75570
H -2.99584 3.34168 -2.04570
H -2.25934 4.88478 -1.52690
H -1.41164 1.16608 -1.67170
H 1.81776 3.32998 -0.17750
H -3.20394 5.90598 0.37420
H -4.39204 5.77338 2.52660
H -5.07884 3.56338 3.43030
H -3.40724 1.65828 0.00120
H -5.45604 -3.13682 3.78290
H -5.03734 -5.47402 3.06390
H -3.98904 -5.92752 0.88660
H -3.57994 -3.61662 -1.78340
H -2.95034 -5.15802 -1.12910
H -1.87874 -1.56012 -1.65520
H 1.03826 -3.50752 0.56100
H -3.79684 -1.73402 0.11530
*
```

Record 3
Density functional theory data (wB97M-V/def2-TZVPD) for an isolated molecule of C4H2Cl4 at a distorted geometry.

Values from the calculation:
HOMO (spin up / spin down)   -8.74 / -8.74 eV
Orbital gap (spin up / spin down)   6.767 / 6.765 eV
E_LUMO (spin up / spin down)   -2.0 / -2.0 eV
Relative energy (zero: lowest compared OMol25 entry of this formula, charge and spin)   5.900 eV

Geometry as ORCA input:
```
! RIJCOSX wB97M-V def2-TZVPD def2/J DEFGRID3
* xyz 0 1
C 0.58922 -0.10049 0.25046
C 3.60047 0.17633 0.18138
C -0.58624 0.48184 0.06540
C -1.85355 -0.29708 -0.01758
Cl 2.04253 0.85635 0.46128
Cl 3.53388 -1.17313 -0.77443
Cl -0.88402 2.22048 -0.22781
Cl -1.60046 -1.98715 0.44041
H -2.24076 -0.29335 -1.03970
H -2.60107 0.11618 0.66058
*
```

Record 4
Density functional theory data (wB97M-V/def2-TZVPD) for C14H39B2CuNO12V2 as an isolated structure at a distorted geometry.

Values from the calculation:
HOMO (spin up / spin down)   0.58 / -2.45 eV
Orbital gap (spin up / spin down)   3.351 / 6.365 eV
⟨S²⟩   3.8023
E_LUMO (spin up / spin down)   3.9 / 3.9 eV

Geometry as ORCA input:
```
! RIJCOSX wB97M-V def2-TZVPD def2/J DEFGRID3
* xyz -2 4
O 24.89283 -2.97250 8.29769
V 25.51740 -1.73741 9.02666
O 28.52571 -3.01801 12.43125
V 27.63398 -1.83700 11.77545
Cu 24.37538 -0.44129 13.64607
C 28.17708 -1.20055 9.18363
O 27.57711 -1.89353 8.39376
O 29.01736 -1.62429 9.95683
O 27.31926 -0.73099 9.91550
C 25.05956 -2.56460 11.69830
O 25.65241 -2.08091 12.60503
O 24.39071 -1.85324 10.98350
O 25.89190 -2.96885 10.89343
B 28.44156 -0.15066 13.20435
H 27.46193 -0.13050 12.75251
H 28.46103 -0.91135 13.96934
H 29.06023 -0.51319 12.39808
H 28.70393 0.78146 13.68034
B 24.30515 -0.30413 7.73171
H 24.62832 -0.99906 6.97219
H 25.14218 0.22913 8.15510
H 23.60786 0.42258 7.34452
H 23.78713 -0.88433 8.47955
C 24.11884 1.69088 10.89612
O 24.43842 1.44179 12.22237
C 25.38741 2.30615 12.78697
C 25.57090 2.17937 14.30487
N 26.00206 0.84193 14.62590
C 26.62179 0.80556 15.95858
C 25.74801 1.14766 17.11408
O 26.10743 0.71961 18.49265
C 27.42912 0.91941 18.94821
H 23.08835 1.40120 10.69047
H 24.76682 1.02782 10.32291
H 24.17522 2.72550 10.55778
H 25.26950 3.38538 12.68973
H 26.33286 2.19474 12.25610
H 24.64107 2.55623 14.73088
H 26.37338 2.88878 14.50707
H 26.67431 0.38669 14.02513
H 27.57609 1.33085 15.99707
H 26.98252 -0.21569 16.08118
H 24.85554 0.57194 16.86885
H 25.53672 2.21477 17.04541
H 27.50188 0.76384 20.02460
H 27.69383 1.91756 18.59931
H 28.08128 0.11960 18.59736
C 19.87259 -2.37983 11.96107
C 21.18509 -2.66261 11.34467
C 21.30714 -2.17694 9.91550
O 22.03381 -1.94967 12.18867
H 19.12310 -3.06734 11.56902
H 19.55734 -1.37548 11.67823
H 19.85095 -2.38190 13.05085
H 21.55285 -3.68572 11.42284
H 21.43102 -1.09460 9.87955
H 20.37411 -2.45092 9.42307
H 22.16891 -2.68834 9.48664
H 22.85807 -1.86049 11.70469
C 26.66440 -7.80518 11.70350
C 26.85871 -6.29273 11.43098
C 27.39160 -5.91772 10.09083
O 25.65506 -5.68707 11.64833
H 26.06075 -8.02452 12.58418
H 27.60924 -8.26829 11.98795
H 26.19730 -8.22666 10.81340
H 27.44183 -5.74627 12.17223
H 27.52995 -4.84406 9.96347
H 26.71476 -6.17674 9.27664
H 28.37880 -6.37878 10.05991
H 25.85653 -4.75429 11.54373
*
```

Record 5
Density functional theory data (wB97M-V/def2-TZVPD) for C6H12N2O as an isolated structure at a distorted geometry.

Values from the calculation:
HOMO   -7.81 eV
Orbital gap   8.687 eV
E_LUMO   0.9 eV
Relative energy (zero: lowest compared OMol25 entry of this formula, charge and spin)   2.028 eV

Geometry as ORCA input:
```
! RIJCOSX wB97M-V def2-TZVPD def2/J DEFGRID3
* xyz 0 1
C 0.05384 2.54435 -0.02184
C 0.45960 -2.41444 -0.03789
C -1.15337 0.19182 0.20893
C 0.99849 0.10389 0.15545
C 0.01869 1.05075 0.04686
N -1.86671 -0.26308 -0.93896
N 2.31745 0.12183 -0.27326
C 0.27338 -1.06937 0.61627
O -2.02841 0.51357 1.23094
H -2.89305 0.70572 0.84322
H -2.31166 -1.16185 -0.78062
H -1.25257 -0.33884 -1.73900
H 2.96701 -0.40142 0.29431
H 2.67195 1.02359 -0.55446
H 0.06273 -1.10625 1.68020
H -0.38868 2.92093 -0.94878
H 1.08136 2.90774 0.03559
H -0.50451 2.98332 0.80798
H -0.48317 -2.97258 -0.03975
H 0.78643 -2.30502 -1.07306
H 1.19121 -3.03465 0.48788
*
```

Record 6
Density functional theory data (wB97M-V/def2-TZVPD) for C18H12AuN2O4 as an isolated structure at a distorted geometry.

Values from the calculation:
HOMO   -12.34 eV
Orbital gap   8.240 eV
E_LUMO   -4.1 eV
Relative energy (zero: lowest compared OMol25 entry of this formula, charge and spin)   0.108 eV

Geometry as ORCA input:
```
! RIJCOSX wB97M-V def2-TZVPD def2/J DEFGRID3
* xyz 1 1
Au 0.78505 -0.21752 -0.51018
O -1.14610 2.93384 2.72746
C -0.46095 2.00035 2.06218
O -0.69563 0.82410 2.11807
C 0.67725 2.58804 1.28133
C 1.16390 3.84492 1.58781
C 2.33724 4.28243 0.98472
C 3.01096 3.42157 0.14475
C 2.44891 2.18314 -0.12752
N 1.27621 1.79496 0.37779
C 3.24302 1.16512 -0.92427
O 4.34699 1.42559 -1.31127
O 2.66152 0.00091 -1.11897
H -1.80879 2.48080 3.27315
H 0.64816 4.45503 2.31309
H 2.73560 5.26112 1.21314
H 3.96780 3.65680 -0.29976
C -3.39771 0.63721 -0.35178
C -3.96033 -0.63296 -0.33595
C -3.14625 -1.74620 -0.42621
C -1.77304 -1.57637 -0.51020
N -1.24399 -0.33429 -0.45500
C -2.02757 0.74777 -0.40641
C -0.76320 -2.61687 -0.71830
C -1.00270 -3.98092 -0.82180
C 0.06031 -4.84963 -1.02465
C 1.35705 -4.36921 -1.12483
C 1.62237 -3.00298 -1.03649
C 0.55345 -2.16067 -0.83560
H -4.00737 1.52782 -0.31663
H -5.03361 -0.75178 -0.27774
H -3.56550 -2.74075 -0.46125
H -1.53026 1.70632 -0.42098
H -2.00955 -4.36955 -0.74274
H -0.12739 -5.91108 -1.10554
H 2.17573 -5.05768 -1.28526
H 2.62845 -2.61936 -1.13420
*
```